Record 1
C50H41GeIrN4O2Se as an isolated structure at a distorted geometry. Source: the OMol25 dataset; level of theory: ωB97M-V/def2-TZVPD.

Structure (XYZ):
```
100
Properties=species:S:1:pos:R:3:lowdin_charge:R:1
Ir -0.232 -0.018 -0.361 1.38
O 0.835 1.075 -1.460 -0.26
C 1.064 2.422 -1.534 -0.45
C 1.179 3.042 -0.116 -0.04
C -0.073 3.003 0.710 -0.22
C -0.381 4.121 1.479 0.03
C -1.465 4.080 2.335 0.01
C -2.240 2.935 2.377 0.03
C -1.909 1.860 1.558 -0.23
C -2.825 0.679 1.508 -0.05
C -2.161 -0.703 1.795 -0.43
O -1.310 -1.054 0.779 -0.27
C -3.232 -1.807 1.840 -0.16
C -2.839 -3.059 2.307 -0.03
C -3.743 -4.103 2.364 -0.04
C -5.053 -3.915 1.954 -0.06
C -5.437 -2.681 1.458 -0.06
C -4.531 -1.635 1.385 -0.05
C -1.422 -0.613 3.138 -0.15
C -0.108 -0.165 3.177 -0.06
C 0.568 -0.056 4.377 -0.06
C -0.063 -0.404 5.559 -0.06
C -1.378 -0.834 5.534 -0.04
C -2.059 -0.931 4.333 -0.01
N -0.833 1.903 0.762 0.09
C -0.049 3.145 -2.316 -0.15
C 0.217 4.334 -2.990 -0.01
C -0.778 4.955 -3.725 -0.04
C -2.047 4.406 -3.792 -0.06
C -2.325 3.238 -3.102 -0.06
C -1.333 2.614 -2.365 -0.05
C 2.390 2.560 -2.309 -0.17
C 2.387 2.091 -3.620 -0.03
C 3.530 2.166 -4.392 -0.05
C 4.694 2.696 -3.862 -0.06
C 4.710 3.122 -2.546 -0.06
C 3.568 3.049 -1.764 -0.03
H 1.495 4.080 -0.225 0.14
H 1.954 2.489 0.429 0.13
H 0.236 5.003 1.413 0.13
H -1.707 4.933 2.949 0.13
H -3.105 2.882 3.021 0.13
H -3.238 0.628 0.496 0.09
H -3.628 0.812 2.232 0.14
H -1.818 -3.205 2.626 0.10
H -3.419 -5.066 2.725 0.11
H -5.763 -4.724 2.007 0.11
H -6.448 -2.521 1.119 0.11
H -4.868 -0.695 0.977 0.09
H 0.400 0.099 2.252 0.07
H 1.589 0.294 4.389 0.11
H 0.467 -0.338 6.496 0.11
H -1.882 -1.095 6.451 0.12
H -3.085 -1.267 4.332 0.13
H 1.202 4.773 -2.954 0.13
H -0.561 5.869 -4.254 0.12
H -2.814 4.878 -4.386 0.11
H -3.317 2.807 -3.146 0.10
H -1.562 1.699 -1.829 0.05
H 1.477 1.675 -4.026 0.12
H 3.511 1.815 -5.409 0.11
H 5.583 2.776 -4.466 0.11
H 5.613 3.527 -2.118 0.11
H 3.618 3.394 -0.744 0.11
Ge 1.389 -1.934 -0.147 1.01
C 1.183 -3.016 1.523 -0.34
C 0.294 -4.074 1.433 -0.15
C 0.187 -4.968 2.484 -0.08
C 0.948 -4.781 3.625 -0.05
C 1.808 -3.700 3.728 -0.06
C 1.926 -2.809 2.673 -0.11
C 3.341 -1.505 -0.255 -0.34
C 4.184 -2.454 -0.815 -0.11
C 5.517 -2.142 -1.022 -0.06
C 6.007 -0.901 -0.647 -0.06
C 5.169 0.034 -0.058 -0.07
C 3.837 -0.279 0.156 -0.13
H 1.157 -3.008 -1.237 0.00
H -0.322 -4.193 0.552 0.10
H -0.497 -5.800 2.402 0.11
H 0.861 -5.477 4.445 0.12
H 2.395 -3.547 4.622 0.12
H 2.609 -1.973 2.752 0.11
H 3.801 -3.428 -1.091 0.10
H 6.167 -2.874 -1.473 0.11
H 7.051 -0.670 -0.796 0.11
H 5.550 1.000 0.237 0.11
H 3.177 0.438 0.632 0.08
Se -4.670 -0.340 -2.264 1.25
N -4.222 -0.978 -3.809 -0.22
C -2.914 -1.176 -3.855 -0.35
C -2.140 -1.688 -4.915 0.06
C -0.785 -1.791 -4.715 0.00
C -0.204 -1.373 -3.504 -0.08
N -0.905 -0.902 -2.502 0.05
C -2.231 -0.804 -2.638 -0.45
N -3.017 -0.332 -1.678 -0.25
H -2.620 -1.986 -5.833 0.14
H -0.142 -2.180 -5.487 0.12
H 0.868 -1.426 -3.357 0.12
```

As for the multiplicity: 1. The calculation puts the max |F| at 0.0642 hartree/bohr. For the HOMO-LUMO gap (alpha / beta), the calculation gives 0.193 / 0.196 Ha. The LUMO energy (alpha / beta) comes out at -8.329 / -8.239 eV. The calculation puts the energy above the lowest of the compared OMol25 structures with the same formula, charge and spin at 134.0 kJ/mol. The charge is +2.


Record 2
C50H41IrN4O3P2STe as an isolated structure at a distorted geometry. Source: the OMol25 dataset; level of theory: ωB97M-V/def2-TZVPD.

Structure (XYZ):
```
103
Properties=species:S:1:pos:R:3:mulliken_spin:R:1
Ir 0.689 0.179 0.024 0.08
C 0.208 -3.711 1.858 0.00
O -0.130 -3.332 3.189 0.00
C -0.600 -2.090 3.479 0.00
C -1.230 -1.962 4.699 0.00
C -1.848 -0.770 5.084 0.00
C -1.840 0.291 4.220 0.00
C -1.121 0.222 3.010 0.00
C -1.172 1.371 2.152 0.00
N -0.580 1.517 1.028 0.01
N -0.844 2.686 0.349 0.01
C -0.396 2.679 -0.856 0.00
O 0.177 1.638 -1.419 0.04
C -0.572 3.929 -1.645 -0.01
C -1.289 4.999 -1.110 0.00
C -1.438 6.169 -1.834 0.00
C -0.877 6.285 -3.101 0.00
C -0.167 5.223 -3.638 0.00
C -0.012 4.051 -2.911 0.00
C -0.422 -0.946 2.653 -0.01
O 0.420 -1.023 1.641 -0.01
H 0.177 -4.799 1.856 0.00
H 1.202 -3.373 1.590 0.00
H -0.509 -3.326 1.131 0.00
H -1.249 -2.833 5.343 0.00
H -2.353 -0.700 6.037 0.00
H -2.369 1.205 4.464 0.00
H -1.826 2.187 2.458 0.00
H -1.728 4.897 -0.128 0.00
H -2.000 6.995 -1.419 0.00
H -1.004 7.194 -3.673 0.00
H 0.265 5.306 -4.627 0.00
H 0.552 3.233 -3.327 0.00
Te 0.170 0.619 -4.169 0.01
C -0.102 -0.753 -5.789 0.05
C -1.336 -1.056 -6.341 0.01
C -1.397 -1.979 -7.378 0.00
N -0.328 -2.590 -7.881 0.00
C 0.861 -2.265 -7.375 0.00
C 1.024 -1.351 -6.342 0.00
C 0.577 -0.950 -2.821 0.60
P 1.990 -0.699 -1.709 0.09
C 2.499 -2.380 -1.196 -0.03
C 2.417 -3.488 -2.038 0.05
C 2.891 -4.723 -1.618 0.01
C 3.440 -4.864 -0.353 0.00
C 3.500 -3.771 0.502 0.00
C 3.025 -2.538 0.082 0.01
C 3.359 -0.101 -2.718 0.02
C 3.695 -0.831 -3.857 0.02
C 4.710 -0.387 -4.685 0.01
C 5.404 0.779 -4.373 0.00
C 5.093 1.485 -3.222 0.00
C 4.067 1.050 -2.392 -0.01
P -0.669 -1.577 -1.626 -0.02
C -2.208 -0.618 -1.843 0.03
C -2.737 0.073 -0.762 -0.01
C -3.834 0.909 -0.933 0.00
C -4.421 1.028 -2.182 0.00
C -3.940 0.281 -3.254 0.00
C -2.840 -0.539 -3.085 0.00
C -1.252 -3.131 -2.392 -0.03
C -2.352 -3.778 -1.829 0.01
C -2.891 -4.892 -2.449 0.00
C -2.330 -5.375 -3.626 0.00
C -1.229 -4.743 -4.181 0.01
C -0.688 -3.621 -3.565 0.08
H -2.246 -0.586 -5.990 0.00
H -2.350 -2.250 -7.817 0.00
H 1.718 -2.763 -7.814 0.00
H 2.015 -1.107 -5.984 0.00
H 1.987 -3.392 -3.026 0.02
H 2.836 -5.574 -2.285 0.00
H 3.814 -5.827 -0.030 0.00
H 3.924 -3.881 1.492 0.00
H 3.050 -1.689 0.749 0.01
H 3.170 -1.750 -4.086 -0.03
H 4.970 -0.955 -5.568 0.00
H 6.194 1.126 -5.025 0.00
H 5.655 2.373 -2.963 0.00
H 3.815 1.603 -1.498 0.00
H -2.299 -0.060 0.217 0.01
H -4.225 1.467 -0.092 0.00
H -5.270 1.685 -2.319 0.00
H -4.433 0.337 -4.216 0.00
H -2.492 -1.170 -3.892 0.00
H -2.801 -3.392 -0.922 0.00
H -3.759 -5.377 -2.023 0.00
H -2.758 -6.242 -4.112 0.00
H -0.796 -5.106 -5.104 0.00
H 0.147 -3.105 -4.022 -0.02
S 2.398 1.653 0.814 -0.01
C 3.123 0.754 2.117 0.00
N 2.579 0.885 3.346 0.00
C 3.047 0.280 4.450 0.00
C 4.142 -0.536 4.366 0.00
C 4.770 -0.677 3.129 0.00
C 4.266 -0.033 2.014 0.00
H 1.773 1.501 3.406 0.00
H 2.525 0.487 5.373 0.00
H 4.510 -1.044 5.244 0.00
H 5.661 -1.286 3.045 0.00
H 4.748 -0.110 1.050 0.00
```

As for the multiplicity: 2. The calculation puts the max |F| at 0.0588 hartree/bohr. For the HOMO-LUMO gap (alpha / beta), the calculation gives 0.220 / 0.201 Ha. The LUMO energy (alpha / beta) comes out at -3.773 / -4.241 eV. The calculation puts the energy above the lowest of the compared OMol25 structures with the same formula, charge and spin at 333.2 kJ/mol. The charge is +1.


Record 3
C50H42Cl3N3O5PS3Tl as an isolated structure. Source: the OMol25 dataset; level of theory: ωB97M-V/def2-TZVPD.

Structure (XYZ):
```
108
Properties=species:S:1:pos:R:3:lowdin_charge:R:1
Tl 1.579 -2.193 1.254 0.75
O 5.575 1.347 5.167 0.04
C 4.758 0.467 4.498 -0.29
C 5.277 -0.522 3.679 0.04
C 4.393 -1.361 3.020 -0.18
N 3.078 -1.243 3.166 0.08
C 2.578 -0.302 3.966 -0.19
C 3.387 0.587 4.657 0.05
C 1.045 -0.221 4.082 -0.70
O 0.591 0.699 4.785 -0.03
O 0.406 -1.102 3.452 -0.20
C 4.919 -2.470 2.083 -0.70
O 6.153 -2.597 2.042 -0.04
O 4.040 -3.110 1.453 -0.21
H 6.482 1.137 4.922 0.09
H 6.339 -0.667 3.521 0.12
H 2.935 1.342 5.283 0.12
Cl -1.393 -2.166 -1.086 0.63
C -0.978 -0.929 -2.258 -0.92
Cl 0.187 0.263 -1.611 0.55
H -1.875 -0.381 -2.527 0.01
H -0.514 -1.410 -3.116 0.01
Cl 1.039 1.593 1.444 0.71
C -0.237 2.532 2.142 -0.63
C 0.103 3.791 2.627 -0.11
C -0.873 4.605 3.168 -0.09
C -2.188 4.160 3.225 -0.09
C -2.507 2.901 2.748 -0.08
C -1.544 2.055 2.195 -0.36
P -1.960 0.357 1.585 1.13
C -3.026 0.795 0.151 -0.38
C -2.905 1.996 -0.544 -0.10
C -3.588 2.208 -1.736 -0.10
C -4.416 1.220 -2.248 -0.12
C -4.549 0.017 -1.563 -0.10
C -3.853 -0.198 -0.384 -0.15
C -3.212 -0.102 2.851 -0.37
C -4.586 0.104 2.738 -0.12
C -5.450 -0.341 3.730 -0.11
C -4.947 -0.993 4.847 -0.11
C -3.578 -1.190 4.971 -0.08
C -2.710 -0.754 3.980 -0.08
H 1.137 4.106 2.583 0.11
H -0.605 5.581 3.553 0.10
H -2.961 4.787 3.654 0.09
H -3.530 2.552 2.814 0.10
H -2.261 2.773 -0.153 0.08
H -3.464 3.145 -2.266 0.09
H -4.948 1.382 -3.178 0.09
H -5.178 -0.772 -1.957 0.10
H -3.937 -1.158 0.112 0.08
H -4.991 0.596 1.862 0.10
H -6.518 -0.184 3.624 0.09
H -5.621 -1.352 5.617 0.09
H -3.179 -1.701 5.839 0.10
H -1.636 -0.914 4.058 0.08
S 4.588 -1.314 -1.062 0.80
C 3.927 -0.300 -2.160 -0.72
N 3.518 -0.678 -3.404 -0.12
C 2.645 0.176 -4.182 -0.15
C 3.199 1.572 -4.193 -0.13
N 3.458 2.026 -2.840 -0.11
C 3.466 3.477 -2.687 -0.15
C 2.078 4.055 -2.554 -0.20
C 1.499 4.781 -3.588 -0.06
C 0.217 5.301 -3.456 -0.10
C -0.493 5.104 -2.281 -0.09
C 0.082 4.383 -1.241 -0.07
C 1.355 3.856 -1.378 -0.04
C 3.778 1.191 -1.824 -0.72
S 4.048 1.716 -0.287 0.69
C 3.629 -2.061 -3.864 -0.15
C 2.351 -2.854 -3.733 -0.21
C 2.025 -3.483 -2.532 -0.02
C 0.853 -4.218 -2.415 -0.09
C -0.007 -4.322 -3.503 -0.11
C 0.308 -3.702 -4.704 -0.11
C 1.486 -2.973 -4.817 -0.08
H 1.628 0.172 -3.781 0.08
H 2.608 -0.209 -5.202 0.12
H 2.470 2.252 -4.641 0.12
H 4.123 1.617 -4.785 0.13
H 3.956 3.893 -3.574 0.12
H 4.064 3.711 -1.809 0.08
H 2.057 4.945 -4.504 0.10
H -0.225 5.862 -4.271 0.09
H -1.491 5.511 -2.174 0.10
H -0.456 4.230 -0.314 0.09
H 1.797 3.286 -0.571 0.04
H 4.428 -2.526 -3.292 0.08
H 3.923 -2.018 -4.918 0.12
H 2.697 -3.403 -1.685 0.09
H 0.607 -4.686 -1.466 0.04
H -0.930 -4.879 -3.401 0.10
H -0.359 -3.787 -5.554 0.09
H 1.743 -2.505 -5.763 0.10
S -0.059 -5.085 1.117 0.38
C -1.743 -4.662 1.037 -0.80
C -2.301 -3.688 1.892 -0.15
C -3.648 -3.365 1.852 -0.12
C -4.502 -3.979 0.938 -0.14
C -3.972 -4.932 0.074 -0.14
C -2.630 -5.271 0.126 -0.17
H -1.645 -3.190 2.598 0.09
H -4.033 -2.623 2.543 0.07
H -5.555 -3.724 0.907 0.08
H -4.617 -5.424 -0.648 0.08
H -2.229 -6.022 -0.546 0.08
```

As for the multiplicity: 1. The calculation puts the max |F| at 0.0031 hartree/bohr. For the HOMO-LUMO gap, the calculation gives 0.182 Ha. The LUMO energy comes out at 3.489 eV. The calculation puts the energy above the lowest of the compared OMol25 structures with the same formula, charge and spin at 1.6 kJ/mol. The charge is -2.